Record 1
174
Properties=species:S:1:pos:R:3:forces:R:3 method="wB97M-V/def2-TZVPD" total_charge=+9 homo_energy_ev=-22.342 total_energy_ha=-4791.36549
C 0.8983 -0.9131 2.9858 0.6 -0.9 0.3
C 0.1706 -0.0339 1.9895 0.4 -0.2 2.0
C 0.9059 1.2896 2.0305 -0.7 0.8 0.9
O 0.5931 1.8940 3.3136 -0.7 -0.1 -1.0
C -0.6926 2.5547 3.2337 0.2 -1.2 -0.4
N 0.1006 -0.6956 0.6800 -2.3 1.3 0.5
H -0.3658 -0.0353 0.0354 0.1 0.4 -0.9
H 0.9344 -1.0226 0.2446 1.2 -0.6 0.0
H -0.6805 -1.3439 0.8089 0.0 -1.1 -0.1
H 1.2538 -0.3817 3.8471 -0.2 0.8 0.3
H 1.8116 -1.3382 2.5812 0.1 -0.2 -0.5
H 0.2995 -1.6973 3.4206 -0.5 -0.4 -0.3
H -0.8613 0.0320 2.4022 0.5 0.2 -1.0
H 0.6388 2.0329 1.2738 0.1 -0.4 -0.4
H 1.9603 1.0602 2.0407 0.5 0.2 -0.2
H -1.5691 1.8980 3.0245 0.8 0.0 0.0
H -0.6708 3.3014 2.4577 0.0 0.5 -0.2
H -0.8673 2.9589 4.1927 -0.1 0.8 1.0
C -9.1132 6.1100 -0.2822 0.0 0.4 1.6
C -7.8073 6.5893 0.3582 -1.3 -0.9 -3.4
O -7.2527 6.3257 1.3341 0.2 -0.3 1.8
N -6.9331 7.3484 -0.7388 -0.1 2.2 1.9
H -7.0057 6.8948 -1.6082 -0.1 -0.8 -1.5
H -7.3578 8.2906 -0.8639 0.2 -0.5 0.0
C -5.5389 7.4892 -0.2132 -0.4 0.4 -0.2
H -9.4679 6.6272 -1.1500 0.4 0.4 -0.7
H -9.9048 6.2643 0.4437 -0.1 -0.1 0.4
H -9.0675 5.0386 -0.4590 0.2 -0.1 0.0
H -5.6954 7.8722 0.7926 0.5 0.0 0.0
H -4.9424 8.1870 -0.8129 -0.3 -0.3 0.1
H -5.1454 6.4830 -0.1823 0.4 0.0 0.1
C -5.9440 -7.2492 5.5538 -1.1 -0.7 0.4
N -4.8934 -6.5375 4.8415 0.4 0.1 -0.5
C -5.0225 -6.3435 3.5077 -0.5 0.0 0.5
C -3.9130 -6.0418 2.7456 -0.1 -0.2 0.5
C -2.6778 -5.9731 3.3814 -1.2 0.7 1.2
C -2.6259 -5.9450 4.7767 0.9 -0.5 0.2
C -3.7378 -6.2687 5.4934 -0.6 0.3 0.0
C -1.4540 -6.0200 2.6409 0.7 -0.4 -0.5
C -0.5561 -7.0124 3.0199 0.3 0.4 0.5
C 0.5175 -7.2738 2.2239 0.3 -0.6 -0.4
N 0.6475 -6.6632 1.0342 -0.3 0.8 0.5
C -0.1515 -5.6236 0.7140 -0.2 0.7 0.6
C -1.1965 -5.2373 1.5346 0.4 0.2 -0.5
C 1.6883 -7.1680 0.1293 -1.1 1.6 -0.7
H -6.0284 -6.8368 6.5545 -0.1 -0.2 0.1
H -5.7113 -8.3305 5.5802 0.1 0.6 0.1
H -6.9101 -7.1618 5.0422 0.3 0.2 0.1
H -6.0595 -6.4611 3.1329 1.0 -0.1 0.0
H -4.0055 -5.9731 1.6833 0.0 0.0 -0.4
H -1.6727 -5.8416 5.3232 -0.6 0.1 -0.4
H -3.7281 -6.2938 6.5805 -0.2 -0.3 -0.2
H -0.6668 -7.5106 3.9744 0.0 -0.3 -0.2
H 1.2732 -8.0307 2.4365 -0.3 0.1 0.1
H 0.0399 -4.9726 -0.1302 0.4 -0.7 -0.3
H -1.7425 -4.3031 1.3371 0.0 -0.5 0.0
H 1.6073 -8.2155 0.1965 0.3 -1.3 -0.5
H 2.6433 -6.7842 0.4065 0.7 0.1 0.3
H 1.3896 -6.7405 -0.8297 0.5 -0.6 -0.2
C 1.4381 0.8321 -3.6756 -1.1 -0.1 1.7
N 0.9814 1.2495 -4.9788 -0.3 1.6 -1.7
C 0.0408 2.2252 -5.2080 0.7 -1.3 0.4
C -0.4270 2.4719 -6.4917 -1.4 1.3 1.0
C 0.0744 1.8219 -7.5874 1.6 -0.7 2.1
C 1.1482 0.9477 -7.3045 0.1 -0.3 -2.2
C 1.5869 0.6826 -6.0376 -1.5 0.5 -0.4
C -0.5221 1.9867 -8.8789 -0.3 -1.0 -2.1
C -0.7678 3.2176 -9.4701 -0.1 0.8 0.8
C -1.3997 3.2585 -10.6830 -0.6 -0.9 -0.5
N -1.7511 2.1289 -11.3247 -0.5 0.1 0.0
C -1.5387 0.9051 -10.7895 0.8 0.4 -1.0
C -0.8696 0.8162 -9.5915 -0.1 -0.4 0.3
C -2.4767 2.2603 -12.6313 0.3 -0.5 0.1
H 1.0361 -0.1858 -3.4899 0.6 0.5 -0.1
H 0.9527 1.4559 -2.9143 0.1 -0.2 -0.2
H 2.5102 0.9224 -3.5701 0.2 -0.2 -0.3
H -0.3424 2.7047 -4.3210 -0.2 0.0 0.1
H -1.3013 3.1546 -6.6127 1.0 -0.4 0.3
H 1.6185 0.4580 -8.1806 -0.1 0.2 0.9
H 2.3011 -0.0554 -5.8195 1.0 -0.7 0.1
H -0.5477 4.1815 -8.9870 0.1 -0.6 -0.2
H -1.7663 4.1334 -11.1741 0.3 0.7 -0.1
H -1.7671 0.0522 -11.4472 -0.1 0.4 0.6
H -0.6609 -0.2018 -9.2241 -0.1 0.7 0.0
H -3.0391 1.3430 -12.7487 -0.4 0.1 -0.1
H -1.7490 2.2841 -13.4381 0.1 0.3 0.0
H -3.1122 3.1489 -12.6176 0.1 -0.3 0.0
C 4.9287 5.2759 0.8389 -0.2 1.4 0.0
N 5.6264 4.1190 0.2821 -1.4 0.1 -0.1
C 4.9439 3.0278 -0.0867 0.6 -0.6 -0.8
C 5.5325 1.9946 -0.7769 0.2 -1.1 0.5
C 6.8959 2.0713 -1.0832 -0.6 1.8 0.7
C 7.5657 3.2474 -0.7142 -0.9 0.0 -0.1
C 6.8970 4.2394 -0.0336 1.8 0.2 -0.1
C 7.6311 1.0571 -1.7867 0.7 -1.3 -0.6
C 8.7256 1.4310 -2.5783 -0.1 -1.6 -0.2
C 9.4561 0.4020 -3.1754 -0.9 -0.1 0.4
N 9.1073 -0.9008 -2.9944 1.9 1.3 -0.8
C 8.0196 -1.2504 -2.2662 1.7 -0.6 -1.6
C 7.2689 -0.3121 -1.6576 -0.7 1.3 0.6
C 10.0706 -1.9123 -3.6617 -1.0 0.4 0.1
H 5.3727 5.6423 1.7498 0.5 -0.2 0.3
H 3.8916 5.1073 1.0670 -0.3 -0.6 -0.2
H 4.9680 6.1131 0.1315 0.1 -0.3 0.0
H 3.9055 2.9894 0.0712 -1.1 0.2 0.6
H 4.9512 1.0571 -0.9270 0.3 0.8 -0.1
H 8.5691 3.4559 -1.0034 0.6 -0.1 0.1
H 7.4142 5.1447 0.2785 -0.2 -0.1 -0.1
H 9.0260 2.4397 -2.8109 -0.1 0.1 0.2
H 10.2746 0.6463 -3.8402 0.1 -0.3 0.1
H 7.8673 -2.3021 -2.3569 -0.6 -0.6 0.7
H 6.3980 -0.6204 -1.0682 0.2 0.1 -0.2
H 10.3437 -2.6770 -2.9381 -0.1 0.1 0.0
H 10.9584 -1.3687 -4.0167 -0.5 -0.2 0.3
H 9.5200 -2.3312 -4.5097 0.3 -0.1 0.2
C -6.8812 -0.5307 -5.5657 0.4 0.3 -0.7
N -6.7952 -0.3705 -4.1369 0.3 -1.0 0.7
C -5.5791 -0.2743 -3.5211 -1.1 -0.2 -1.6
C -5.5189 -0.1231 -2.1859 0.2 -0.3 0.4
C -6.7036 -0.2179 -1.4550 0.2 0.4 -0.1
C -7.9377 -0.3699 -2.1132 1.1 0.2 1.3
C -7.9524 -0.4661 -3.4597 -0.2 0.7 -0.9
C -6.6319 -0.1677 0.0073 -0.9 -0.8 0.6
C -5.5511 0.3268 0.7433 -0.4 0.5 -0.5
C -5.6532 0.3739 2.0990 -0.1 -0.8 0.2
N -6.7580 -0.1286 2.6809 2.2 0.8 3.4
C -7.7375 -0.6806 2.0526 -1.4 -1.0 -0.6
C -7.7057 -0.7473 0.7036 -0.1 0.4 -1.0
C -6.7911 -0.1040 4.1695 0.0 2.1 0.7
H -6.5743 0.4065 -5.9963 -0.1 0.3 -0.5
H -7.8887 -0.7867 -5.8279 -0.4 0.0 -0.3
H -6.2250 -1.3115 -5.8902 0.4 -0.5 -0.2
H -4.6823 -0.3942 -4.1258 -0.4 0.3 -0.1
H -4.5058 -0.0405 -1.8108 -0.2 0.0 0.6
H -8.8529 -0.3720 -1.5643 -0.4 -0.1 0.1
H -8.8874 -0.5100 -4.0395 0.6 -0.2 0.3
H -4.6716 0.7619 0.3156 0.3 -0.1 -0.4
H -4.8398 0.6621 2.7563 -0.2 0.2 -0.2
H -8.5334 -1.1182 2.6242 -0.3 0.0 0.3
H -8.5813 -1.1991 0.2548 0.3 0.0 -0.3
H -7.4001 0.7527 4.5491 0.2 -0.6 -0.7
H -5.7916 0.0941 4.5453 0.1 -0.2 -0.2
H -7.1687 -0.9763 4.6481 -0.3 -1.0 -0.3
C 7.5278 -4.0186 4.4723 1.5 -1.3 0.4
N 6.9866 -2.7358 4.8383 -1.5 1.8 -0.4
C 6.1459 -2.1096 3.9490 0.2 -1.9 -0.6
C 5.4255 -1.0147 4.2560 0.5 1.3 1.5
C 5.6100 -0.4468 5.5461 -0.7 -0.3 0.1
C 6.4293 -1.0882 6.4585 1.6 -0.1 -0.4
C 7.1998 -2.1869 6.0494 -0.3 0.4 -0.4
C 4.8155 0.7073 6.0709 0.8 -0.1 -0.3
C 5.4106 1.7832 6.7484 -0.1 -1.6 -0.8
C 4.5961 2.6801 7.3346 0.6 1.9 0.4
N 3.2876 2.6713 7.1797 -2.0 -2.3 -0.3
C 2.6742 1.6552 6.4952 0.1 0.8 0.2
C 3.4426 0.6600 5.9280 -0.7 0.3 -0.4
C 2.4545 3.5983 7.9106 -0.6 1.7 0.9
H 7.2736 -4.7294 5.2815 0.3 0.3 -0.5
H 8.6320 -3.9191 4.4082 -0.6 -0.3 -0.1
H 7.1151 -4.3879 3.5280 0.1 0.3 0.3
H 5.9861 -2.5940 2.9660 0.4 0.2 0.8
H 4.8165 -0.5887 3.4860 -0.4 0.3 -0.2
H 6.6619 -0.6594 7.4345 -0.3 -0.2 -0.2
H 8.0338 -2.5733 6.6265 -0.4 -0.3 0.2
H 6.4651 1.9268 6.8258 0.5 -0.2 0.1
H 5.0079 3.5208 7.8774 -0.1 0.0 0.2
H 1.5794 1.7235 6.4354 0.7 -0.2 0.0
H 2.9839 -0.1096 5.3063 0.0 0.1 0.5
H 2.6376 3.5474 8.9716 0.3 -0.5 0.5
H 1.3687 3.4326 7.8192 0.7 0.0 -0.6
H 2.7720 4.6163 7.6670 -0.5 -0.1 -0.3
Cl -1.1440 0.8911 -1.6869 -0.2 0.0 0.1
Cl 3.8224 -1.1766 0.3763 -0.1 0.3 0.1
Cl -2.7341 -1.8176 1.9823 0.2 0.0 -0.2

***

Record 2
220
Properties=species:S:1:pos:R:3:forces:R:3 method="wB97M-V/def2-TZVPD" total_charge=0 homo_energy_ev=-7.735 total_energy_ha=-4608.08643
C 2.9510 0.6950 5.8584 -0.1 -0.7 -0.1
C 2.8549 -0.8119 5.6161 -0.9 -0.2 0.4
C 3.0302 -1.1912 4.1854 -0.1 -0.2 -0.8
O 2.9508 -2.6072 4.0549 -0.6 -0.1 -0.2
C 3.1299 -2.9049 2.6831 1.0 -0.4 0.5
N 3.8785 -1.5119 6.3598 0.9 -0.1 0.1
H 2.1373 1.2491 5.3960 -0.1 0.0 0.0
H 3.8782 1.0117 5.3932 0.3 0.4 0.2
H 2.9545 0.8703 6.9397 0.1 0.2 -0.2
H 1.8564 -1.1993 5.8717 -0.1 0.3 0.2
H 4.0049 -0.8748 3.8005 -0.2 0.2 0.1
H 2.2524 -0.7977 3.5291 -0.1 0.6 0.1
H 4.1541 -2.5589 2.4905 -0.2 -0.2 -0.9
H 2.4136 -2.4791 1.9943 -0.3 0.8 0.1
H 3.0376 -3.9672 2.4993 0.3 -0.4 0.4
H 4.0885 -2.3870 5.9006 -0.1 -0.2 0.1
H 3.6403 -1.7158 7.3159 -0.2 0.1 0.2
C 3.4437 2.8159 -1.0840 0.0 0.3 0.0
C 4.8425 2.8851 -1.6838 0.6 -0.1 0.0
C 4.8997 3.3417 -3.1224 -1.8 0.3 -0.9
O 3.8269 2.7560 -3.8977 1.2 0.3 2.2
C 3.8954 3.1399 -5.2182 0.4 -0.9 -0.5
N 5.8734 3.7356 -1.0572 -0.2 0.1 0.3
H 2.8300 2.0633 -1.6058 0.2 0.4 0.1
H 2.9715 3.7973 -1.1314 -0.3 0.0 -0.1
H 3.4736 2.5241 -0.0375 0.1 -0.1 0.1
H 5.2039 1.8518 -1.7096 0.3 0.1 0.2
H 5.8592 3.0815 -3.5413 0.4 -0.2 -0.3
H 4.7558 4.4261 -3.2774 0.3 0.0 0.6
H 3.7864 4.1981 -5.4251 -0.5 0.4 0.2
H 3.0808 2.5223 -5.5679 -0.1 0.4 -1.5
H 4.8837 2.8781 -5.6376 -0.3 -0.3 -0.2
H 6.3004 3.3927 -0.2029 -0.4 -0.1 -0.1
H 5.5465 4.6885 -0.8919 0.0 -0.4 -0.1
C -1.0363 1.3236 -4.0438 -0.1 1.4 0.9
C -0.7082 2.8222 -3.6838 0.5 -0.8 -0.7
C -0.6392 3.0036 -2.1779 0.4 0.3 0.2
O -0.3470 4.3639 -1.7954 -0.8 -1.1 -0.4
C -1.4125 4.9016 -1.0027 2.7 0.8 -0.2
N 0.5722 3.2836 -4.3526 -1.2 -0.5 0.9
H -1.8886 1.1066 -3.3847 -0.1 -0.4 -0.4
H -0.2474 0.6303 -3.7538 0.1 0.1 -0.1
H -1.2919 1.2106 -5.1012 0.1 0.0 0.3
H -1.6071 3.3577 -4.0254 0.6 0.4 -0.2
H 0.1982 2.4304 -1.7573 -0.3 -0.4 0.0
H -1.6099 2.7072 -1.7524 0.4 -0.1 0.1
H -2.3039 4.9797 -1.5791 -0.9 0.3 -0.2
H -0.9279 5.8363 -0.7286 -0.9 0.7 0.0
H -1.5128 4.3796 -0.0763 -0.5 -0.8 0.5
H 1.2421 2.5521 -4.1092 0.1 0.1 -0.1
H 0.8944 4.0797 -3.7982 -0.1 0.0 -0.3
C 2.7173 -0.3054 -4.0171 0.5 -0.6 0.2
C 1.6504 -1.3558 -4.2849 -0.8 0.3 0.5
C 1.2518 -1.6088 -5.7268 -1.0 -0.2 -0.4
O 0.3360 -0.7211 -6.3593 1.5 0.2 0.7
C 1.1001 0.4105 -6.8071 -1.4 0.2 1.2
N 1.9258 -2.7403 -3.8146 0.9 0.7 0.6
H 3.6637 -0.7189 -4.3534 0.4 0.4 -0.3
H 2.8452 -0.0752 -2.9598 -0.2 -0.4 0.3
H 2.5113 0.6794 -4.4275 0.0 -0.3 -0.4
H 0.8050 -1.0096 -3.6771 -0.4 -0.3 -0.5
H 0.7467 -2.5742 -5.6866 -0.1 -0.1 -0.3
H 2.1493 -1.7167 -6.3595 0.0 -0.1 0.2
H 0.4205 0.9445 -7.4407 0.2 0.3 -0.9
H 2.0211 0.0317 -7.1733 0.8 0.0 -1.3
H 1.3805 1.1207 -6.0233 -0.4 -0.2 0.3
H 2.4694 -3.2505 -4.5030 -0.2 -0.1 -0.3
H 2.5918 -2.6453 -3.0609 0.2 -0.1 0.7
C 8.1530 -1.9084 5.1330 -1.3 1.3 0.9
C 7.6070 -0.5079 4.6175 -1.0 -0.6 1.5
C 6.6487 -0.7387 3.4891 0.7 0.1 -0.8
O 6.3731 0.5093 2.8840 0.0 0.0 -0.1
C 5.5397 0.4757 1.7177 0.6 -0.8 1.4
N 6.9410 0.2407 5.7259 1.3 -0.3 -0.1
H 8.5345 -2.5526 4.3539 0.2 0.0 -0.3
H 7.3088 -2.4423 5.6435 0.6 0.4 -0.4
H 8.9095 -1.7259 5.9024 0.0 -0.1 -0.2
H 8.3961 0.1109 4.2200 0.5 0.1 0.0
H 5.7485 -1.2274 3.8275 -0.3 -0.3 0.2
H 7.1784 -1.4180 2.8176 -0.2 -0.1 -0.7
H 4.5168 0.2029 2.0210 0.2 0.3 -0.5
H 5.9498 -0.2526 1.0149 -0.2 0.0 -0.1
H 5.6390 1.4657 1.3126 -0.4 0.4 -0.4
H 6.1498 -0.2623 6.0874 -0.4 -0.2 0.0
H 6.6696 1.1910 5.4902 0.1 -0.4 -0.3
C -3.8977 2.3432 4.0841 0.4 0.7 -0.7
C -4.6990 2.4691 5.3283 -0.1 0.1 1.8
C -4.7967 3.9485 5.8027 0.8 -0.2 -0.7
O -3.4750 4.3835 6.1473 -0.7 -1.0 0.0
C -3.2887 5.7745 6.1815 -0.2 -0.9 0.3
N -6.0618 1.9497 5.2211 -0.1 0.4 -0.2
H -4.3345 2.9339 3.2872 -0.4 -0.2 -0.5
H -3.7561 1.3070 3.7815 0.0 0.0 -0.1
H -2.9249 2.8280 4.2247 0.0 -0.4 0.2
H -4.1120 1.9064 6.0928 -0.4 0.4 0.0
H -5.5181 4.0525 6.6126 0.1 -0.1 0.5
H -5.2016 4.5794 4.9894 0.2 -0.2 0.0
H -3.6379 6.1701 5.2299 0.3 0.6 0.0
H -2.2390 5.8936 6.4199 0.3 0.4 -0.5
H -3.8304 6.1806 7.0237 -0.5 0.5 0.2
H -6.1794 1.2653 4.5014 0.1 -0.3 -0.4
H -6.4403 1.5692 6.0742 0.2 0.1 0.2
C -5.6045 0.2963 -3.9165 -0.4 -0.3 0.2
C -6.5180 -0.9042 -3.6472 -0.1 0.8 0.6
C -6.8064 -1.5801 -4.9576 -0.3 -0.3 0.0
O -7.5509 -2.7507 -4.7399 -0.9 0.2 0.4
C -8.4250 -3.1783 -5.7532 0.7 -1.1 -0.6
N -5.9146 -1.9046 -2.7366 0.5 0.2 -0.4
H -6.1192 0.9042 -4.6544 0.1 0.2 -0.2
H -4.6374 0.0070 -4.2990 0.4 -0.2 -0.3
H -5.4447 0.9120 -3.0375 -0.1 -0.1 0.2
H -7.4067 -0.4489 -3.1963 -0.2 -0.6 0.1
H -5.8082 -1.9163 -5.2129 0.4 0.2 -1.3
H -7.3321 -0.9323 -5.6791 0.6 -0.1 0.1
H -9.0660 -2.4365 -6.2298 0.1 0.5 0.4
H -9.0415 -3.9344 -5.2804 -0.3 -0.1 -0.1
H -7.8735 -3.6840 -6.5818 -0.2 0.3 0.4
H -4.9969 -2.0997 -3.1614 -0.1 0.0 0.4
H -6.3989 -2.7940 -2.8841 -0.2 0.3 0.3
C 1.9631 -6.3413 -1.6432 0.5 -0.8 1.4
C 1.5013 -5.9676 -0.2246 0.0 1.2 0.4
C 2.2065 -6.6159 0.9884 -0.3 0.6 -0.6
O 1.9582 -7.9788 0.9357 -0.2 -1.1 0.7
C 2.2657 -8.7177 2.1438 -0.6 0.6 -1.5
N 1.6827 -4.4800 -0.0285 0.1 -0.9 1.0
H 3.0523 -6.3287 -1.6844 0.1 0.1 -0.1
H 1.5870 -5.6274 -2.3371 -0.4 0.6 -0.6
H 1.6436 -7.3424 -1.9420 -0.1 0.1 0.2
H 0.4302 -6.1539 -0.1010 0.0 -0.4 -0.2
H 1.7904 -6.1324 1.9088 0.3 -0.4 -0.4
H 3.2850 -6.4211 0.9332 0.1 0.2 0.1
H 1.9378 -9.7279 1.9154 0.4 -0.2 0.1
H 1.6541 -8.3557 2.9589 0.0 0.3 0.4
H 3.3266 -8.6294 2.3628 0.1 -0.2 0.2
H 1.1084 -4.2504 0.7964 0.6 0.1 -0.2
H 1.1856 -4.0075 -0.7503 -0.6 0.3 -1.0
C -5.9860 4.5699 0.6141 -0.2 0.5 0.1
C -7.1137 4.9753 -0.0913 0.7 0.0 0.5
C -7.3110 4.5209 -1.3664 1.6 -1.3 0.6
C -6.3865 3.6473 -1.9265 -0.2 -0.1 0.4
C -5.2863 3.1810 -1.2152 0.4 0.7 0.5
C -5.0494 3.6921 0.0780 0.2 -0.5 0.0
O -3.9324 3.3512 0.8337 -0.6 -0.1 -0.8
O -8.3881 4.9403 -1.9902 -2.4 1.4 -1.1
H -5.8973 5.0393 1.5803 0.5 -0.3 0.3
H -7.8239 5.6619 0.3480 0.0 0.0 0.0
H -6.6001 3.3498 -2.9294 0.2 -0.4 -0.6
H -4.5415 2.5327 -1.6759 -0.2 0.0 0.1
H -3.4965 2.5702 0.4263 -0.4 0.3 0.2
H -8.7293 4.3907 -2.6946 0.4 -0.3 -0.1
C -4.5889 -1.2305 1.9533 -0.1 0.3 0.8
C -5.0003 -1.6847 3.2105 1.1 0.6 -0.6
C -6.1396 -2.4113 3.3373 -1.6 -0.7 -0.8
C -6.9710 -2.6851 2.1940 1.4 0.8 1.9
C -6.5888 -2.1011 1.0145 -0.9 -0.2 -1.2
C -5.4062 -1.4123 0.8582 1.3 0.2 0.5
O -4.9207 -0.9189 -0.3164 -1.3 -0.7 -1.6
O -6.4632 -2.8055 4.6159 -0.7 -0.1 -0.1
H -3.6820 -0.6418 1.8390 0.0 -0.2 0.1
H -4.4379 -1.4512 4.1110 0.0 -0.1 -0.2
H -7.8902 -3.2466 2.2519 -0.1 0.0 0.2
H -7.2642 -2.1649 0.1692 0.1 -0.2 -0.2
H -5.4226 -1.3282 -1.1241 0.7 0.6 0.8
H -7.4215 -2.7053 4.6874 0.2 -0.3 0.2
C 6.7986 -1.2773 -1.7642 0.2 -0.3 -0.5
C 5.4574 -1.2224 -1.2935 1.4 -0.6 -0.7
C 4.8266 -2.4423 -1.0416 0.5 0.2 0.0
C 5.4654 -3.6345 -1.2301 1.5 -0.4 -0.4
C 6.7674 -3.6540 -1.7051 -0.1 -1.6 -0.1
C 7.4332 -2.5259 -2.0154 0.9 1.5 -0.1
O 8.7518 -2.7450 -2.5518 -2.1 1.0 0.8
O 3.5721 -2.4878 -0.5921 -1.4 1.6 0.2
H 7.3687 -0.3722 -2.0038 -0.4 -0.1 0.2
H 4.9322 -0.2790 -1.1638 0.1 -0.2 0.0
H 4.9727 -4.5569 -1.0250 -0.4 -0.5 0.2
H 7.3568 -4.5446 -1.9166 -0.6 -0.3 0.2
H 8.9049 -1.9592 -3.0760 0.5 0.2 -0.3
H 3.2494 -3.3710 -0.3669 -0.4 -0.7 0.2
C 0.4207 0.9972 1.1287 -0.5 -0.6 -1.0
C -0.9406 1.1796 0.9161 -0.2 0.6 0.0
C -1.6018 0.5254 -0.1325 1.8 -0.9 1.3
C -0.9389 -0.5018 -0.8048 0.2 0.3 0.2
C 0.4232 -0.7707 -0.5579 -0.5 1.0 0.3
C 1.1085 0.0798 0.3271 0.1 -0.8 0.1
O 2.4604 -0.0430 0.5548 -0.2 0.1 0.1
O -2.8930 0.8423 -0.2891 -1.3 0.5 -0.6
H 0.9670 1.4756 1.9080 0.2 0.5 0.5
H -1.5651 1.8504 1.5396 0.7 -0.4 -0.3
H -1.5336 -1.0732 -1.4956 0.1 -0.4 -0.3
H 0.9270 -1.6191 -1.0147 -0.1 0.3 -0.1
H 2.8160 -0.8359 0.1261 -0.1 -0.2 -0.1
H -3.4982 0.0856 -0.4383 0.0 0.0 0.0
C -3.3365 -5.1752 -2.8643 -0.8 -0.1 0.1
C -2.1869 -4.8070 -2.2083 0.5 0.8 -0.4
C -1.4372 -3.7296 -2.7379 0.8 -0.5 -0.7
C -1.8339 -3.1170 -3.9280 -0.7 -0.9 0.3
C -2.9798 -3.5427 -4.5910 0.1 0.2 0.8
C -3.7596 -4.5179 -3.9965 -0.1 0.1 -0.9
O -4.9445 -4.8831 -4.6048 0.2 -0.2 -0.1
O -0.2035 -3.3880 -2.2389 -0.4 -0.4 1.0
H -3.9927 -5.9834 -2.5448 0.3 0.0 0.4
H -1.9015 -5.3889 -1.3501 0.4 0.2 0.3
H -1.2199 -2.3923 -4.4052 0.5 0.6 -0.1
H -3.2407 -3.1096 -5.5356 -0.3 0.1 -0.3
H -4.9929 -5.8429 -4.5353 -0.3 0.0 -0.1
H 0.4942 -3.2019 -2.9193 -0.3 -0.1 -0.4
C 0.8828 5.0932 3.1880 -0.2 -0.4 0.0
C 1.1204 6.4422 3.1470 -0.3 0.6 0.0
C 1.3735 7.1337 4.3442 0.3 -0.6 -1.1
C 1.4438 6.4652 5.5410 0.2 0.2 -0.1
C 1.1733 5.0989 5.5702 0.2 0.2 1.1
C 0.9005 4.4350 4.3913 -0.6 -1.3 0.7
O 0.5439 3.0810 4.3075 0.3 0.6 0.7
O 1.6169 8.4715 4.3339 0.3 0.8 0.0
H 0.5786 4.4342 2.3882 0.1 0.5 -0.6
H 1.0184 6.9858 2.2070 0.2 0.0 0.2
H 1.7922 7.0633 6.3854 -0.4 -0.5 0.1
H 1.1888 4.6359 6.5680 0.0 -0.2 -0.7
H 0.3457 2.7465 5.1976 0.1 0.2 -0.4
H 2.1363 8.6947 3.5516 -0.2 0.0 0.1